Entry 1:
ORCA calculation (ωB97M-V/def2-TZVPD) on a molecular structure, C24H32As2F6LiN3O2 at a distorted geometry.

Each line ends with the Mulliken charge.
Geometry (Å):
Li 0.60 -1.12 0.71  0.515
O 2.12 -0.01 0.93  -0.378
C 3.40 -0.53 0.44  -0.724
C 3.08 -1.57 -0.56  0.719
C 4.14 -2.27 -1.13  -0.980
C 3.87 -3.35 -1.97  -0.352
C 2.52 -3.66 -2.21  -1.007
C 1.55 -2.85 -1.63  -0.043
N 1.80 -1.88 -0.78  0.253
H 2.21 0.84 1.44  0.019
H 4.01 -0.95 1.26  0.388
H 3.99 0.26 -0.05  0.484
H 5.16 -1.93 -0.89  0.413
H 4.68 -3.93 -2.42  0.391
H 2.24 -4.48 -2.87  0.416
H 0.48 -3.02 -1.84  0.313
C -0.25 4.42 0.04  -1.511
As 0.18 2.56 -0.54  1.027
C 2.10 2.94 -0.97  -1.355
C -0.62 2.72 -2.34  -0.201
C -0.70 3.98 -2.95  -0.470
C -1.21 4.04 -4.25  -0.660
C -1.63 2.89 -4.92  -0.567
C -1.59 1.63 -4.29  -0.518
C -1.12 1.56 -2.98  0.219
As -1.32 -0.05 -1.86  0.555
C -2.17 -1.26 -3.23  -1.514
C -3.10 0.48 -1.05  -1.112
H -1.23 4.72 -0.33  0.423
H 0.55 5.11 -0.27  0.392
H -0.26 4.40 1.13  0.420
H 2.16 3.72 -1.71  0.509
H 2.60 2.06 -1.35  0.241
H 2.62 3.31 -0.07  0.378
H -0.32 4.85 -2.41  0.314
H -1.31 5.03 -4.69  0.368
H -1.99 2.94 -5.98  0.316
H -1.99 0.74 -4.79  0.299
H -3.11 -0.85 -3.55  0.476
H -2.29 -2.26 -2.77  0.303
H -1.47 -1.36 -4.07  0.376
H -3.75 0.90 -1.81  0.492
H -2.92 1.22 -0.27  0.238
H -3.54 -0.43 -0.60  0.294
C 2.12 0.60 4.38  -1.421
C 0.76 1.09 3.99  0.633
N 0.42 1.72 2.86  -0.218
C -0.93 1.95 2.92  0.060
C -1.41 1.54 4.14  -1.076
N -0.34 0.96 4.79  0.030
H 2.29 -0.41 4.01  0.199
H 2.24 0.60 5.45  0.507
H 2.84 1.29 3.95  0.312
H -1.45 2.48 2.13  0.349
H -2.42 1.55 4.52  0.407
H -0.27 0.54 5.71  0.193
C -2.11 -4.04 0.82  -1.853
C -1.47 -2.84 1.55  1.429
O -1.13 -1.83 0.68  -0.058
C -0.14 -3.26 2.25  0.235
F 0.54 -2.11 2.76  -0.167
F 0.73 -3.82 1.29  -0.235
F -0.30 -4.13 3.30  -0.290
C -2.57 -2.28 2.51  0.374
F -2.04 -1.30 3.32  -0.159
F -3.59 -1.73 1.77  -0.221
F -3.15 -3.21 3.35  -0.313
H -1.41 -4.39 0.03  0.307
H -3.07 -3.68 0.44  0.436
H -2.28 -4.87 1.51  0.385

Values from the calculation:
HOMO-LUMO gap: 7.677 eV
E_HOMO: -0.2733 Ha
Energy relative to the best compared isomer or geometry (same formula, charge and spin): 0.00 kcal per mole

***

Entry 2:
ORCA calculation (ωB97M-V/def2-TZVPD) on a single C14H22N2O2 molecule.

Each line ends with the Mulliken charge.
Geometry (Å):
N -4.14 -2.32 -0.17  -0.350
C -3.39 -1.18 -0.14  0.407
O -3.89 -0.10 -0.36  -0.607
C -1.93 -1.45 0.19  -2.294
C -0.98 -0.25 0.04  2.587
C -1.36 0.87 1.02  -1.685
C -0.38 2.03 0.88  0.700
C -0.42 2.56 -0.55  -1.444
C -0.02 1.45 -1.52  0.642
C 1.39 0.98 -1.19  -1.561
C 1.44 0.43 0.24  2.449
C 2.87 -0.05 0.58  -1.629
C 3.27 -1.28 -0.21  0.359
N 3.29 -2.43 0.51  -0.330
O 3.55 -1.27 -1.38  -0.640
C 1.04 1.55 1.20  -1.941
C 0.44 -0.72 0.37  -2.486
C -1.00 0.29 -1.39  -1.714
H -3.75 -3.23 0.00  0.193
H -5.12 -2.25 -0.37  0.260
H -1.59 -2.26 -0.46  0.666
H -1.90 -1.82 1.22  0.615
H -1.35 0.49 2.04  0.405
H -2.37 1.21 0.79  0.586
H -0.66 2.82 1.58  0.247
H 0.26 3.41 -0.65  0.515
H -1.43 2.91 -0.78  0.551
H -0.05 1.83 -2.54  0.245
H 2.09 1.81 -1.29  0.468
H 1.70 0.20 -1.89  0.491
H 2.93 -0.26 1.65  0.439
H 3.57 0.75 0.34  0.549
H 3.05 -2.46 1.49  0.185
H 3.55 -3.28 0.05  0.244
H 1.07 1.18 2.23  0.480
H 1.74 2.38 1.12  0.446
H 0.48 -1.13 1.38  0.344
H 0.72 -1.53 -0.32  0.513
H -0.73 -0.51 -2.09  0.411
H -2.01 0.63 -1.63  0.683

Values from the calculation:
SMILES string: NC(=O)C[C@]12C[C@H]3C[C@H](C[C@](CC(N)=O)(C3)C1)C2
HOMO-LUMO gap: 10.067 eV
E_HOMO: -0.3478 Ha
Energy relative to the best compared isomer or geometry (same formula, charge and spin): 0.00 kcal per mole

***

Entry 3:
ORCA calculation (ωB97M-V/def2-TZVPD) on 11 unconnected molecules or ions with the total composition C38H54O33 at a distorted geometry.

Each line ends with the Mulliken charge.
Geometry (Å):
C -1.90 -6.44 -2.94  -1.312
C -3.05 -7.52 -2.66  0.350
C -3.76 -7.46 -1.38  -0.421
O -5.04 -7.73 -1.61  -0.295
C -5.31 -7.57 -2.90  0.641
O -6.40 -7.50 -3.39  -0.537
O -4.12 -7.28 -3.54  -0.348
H -1.14 -6.53 -2.17  0.361
H -2.30 -5.43 -2.95  0.334
H -1.39 -6.56 -3.90  0.359
H -2.81 -8.53 -3.00  0.278
H -3.58 -6.50 -0.89  0.283
H -3.32 -8.20 -0.72  0.309
C 4.08 4.60 -6.46  -1.450
C 4.96 5.54 -7.22  0.534
C 4.19 6.77 -7.79  -0.515
O 5.18 7.80 -7.77  -0.295
C 6.05 7.52 -6.77  0.642
O 7.01 8.22 -6.43  -0.547
O 5.90 6.18 -6.38  -0.350
H 3.33 4.13 -7.09  0.395
H 3.39 5.12 -5.80  0.360
H 4.59 3.89 -5.81  0.339
H 5.53 5.09 -8.03  0.270
H 3.32 6.97 -7.17  0.304
H 3.86 6.61 -8.82  0.314
C 2.79 -1.61 7.56  -1.465
C 3.37 -0.25 7.44  0.488
C 4.90 -0.32 7.57  -0.472
O 5.21 0.82 6.78  -0.329
C 4.25 1.00 5.83  0.623
O 4.34 1.63 4.81  -0.539
O 3.24 0.08 6.05  -0.295
H 2.83 -1.89 8.61  0.423
H 3.35 -2.39 7.04  0.334
H 1.72 -1.69 7.40  0.366
H 2.92 0.52 8.07  0.303
H 5.40 -1.18 7.13  0.287
H 5.30 -0.11 8.57  0.275
C -2.23 2.74 -7.77  -1.364
C -2.43 3.83 -8.83  0.581
C -1.99 5.15 -8.27  -0.509
O -1.36 5.84 -9.35  -0.331
C -1.02 4.94 -10.34  0.664
O -0.33 5.20 -11.36  -0.565
O -1.58 3.73 -9.99  -0.362
H -2.89 2.91 -6.92  0.378
H -1.19 2.65 -7.46  0.338
H -2.54 1.76 -8.14  0.358
H -3.47 3.94 -9.12  0.225
H -1.49 5.24 -7.31  0.294
H -2.90 5.68 -7.99  0.294
C -0.37 2.36 -0.75  -1.292
C -0.29 1.43 0.48  0.391
C -1.70 0.94 0.99  -0.358
O -1.42 -0.40 1.26  -0.337
C -0.28 -0.83 0.60  0.676
O 0.04 -2.00 0.34  -0.619
O 0.38 0.21 0.23  -0.323
H -1.11 2.07 -1.49  0.342
H 0.60 2.56 -1.20  0.352
H -0.54 3.33 -0.28  0.376
H 0.18 2.00 1.28  0.252
H -2.44 1.06 0.21  0.236
H -2.11 1.43 1.88  0.302
O -0.76 6.99 3.03  -0.619
C -0.26 8.09 2.67  0.744
O 0.56 8.82 3.38  -0.332
C 0.99 9.96 2.68  -0.204
C 0.40 9.73 1.31  -0.274
O -0.44 8.66 1.56  -0.320
H 0.64 10.92 3.06  0.253
H 2.08 10.02 2.57  0.263
H 1.09 9.64 0.47  0.256
H -0.20 10.59 1.01  0.233
O -3.45 0.38 7.18  -0.532
C -4.29 -0.43 6.91  0.686
O -4.18 -1.67 7.33  -0.346
C -5.17 -2.53 6.78  -0.291
C -5.88 -1.67 5.85  -0.212
O -5.36 -0.39 6.04  -0.324
H -4.79 -3.40 6.25  0.245
H -5.81 -2.76 7.63  0.244
H -6.93 -1.74 6.11  0.259
H -5.65 -2.13 4.89  0.272
O 1.47 -10.05 -0.96  -0.512
C 2.44 -9.36 -0.76  0.622
O 3.12 -8.66 -1.64  -0.303
C 3.71 -7.54 -1.04  -0.261
C 3.87 -8.02 0.38  -0.316
O 2.85 -9.00 0.56  -0.321
H 4.71 -7.38 -1.43  0.285
H 3.08 -6.65 -1.12  0.239
H 3.85 -7.18 1.07  0.313
H 4.90 -8.39 0.43  0.253
O 6.82 -3.31 -2.56  -0.578
C 6.45 -2.73 -1.52  0.711
O 6.45 -3.18 -0.25  -0.320
C 5.89 -2.27 0.59  -0.198
C 5.92 -1.02 -0.23  -0.328
O 5.94 -1.51 -1.55  -0.327
H 4.88 -2.59 0.82  0.268
H 6.41 -2.04 1.52  0.286
H 6.76 -0.34 -0.18  0.259
H 5.00 -0.43 -0.16  0.227
O -5.76 4.25 -1.23  -0.606
C -6.42 4.61 -0.24  0.676
O -7.27 5.58 -0.31  -0.279
C -7.96 5.56 0.92  -0.395
C -6.88 5.14 1.88  -0.311
O -6.27 4.14 1.03  -0.290
H -8.39 6.51 1.22  0.337
H -8.77 4.84 0.93  0.275
H -7.40 4.57 2.65  0.294
H -6.20 5.94 2.17  0.297
O -2.92 -9.04 5.69  -0.499
C -2.00 -8.35 5.40  0.649
O -2.09 -7.02 5.02  -0.326
C -0.80 -6.46 4.86  -0.248
C 0.12 -7.64 5.40  -0.246
O -0.71 -8.72 5.51  -0.330
H -0.57 -6.03 3.89  0.287
H -0.62 -5.64 5.56  0.211
H 0.54 -7.17 6.30  0.239
H 0.86 -8.03 4.70  0.264

Values from the calculation:
SMILES string: C[C@H]1COC(=O)O1.C[C@H]1COC(=O)O1.C[C@H]1COC(=O)O1.C[C@H]1COC(=O)O1.C[C@H]1COC(=O)O1.O=C1OCCO1.O=C1OCCO1.O=C1OCCO1.O=C1OCCO1.O=C1OCCO1.O=C1OCCO1
HOMO-LUMO gap: 10.598 eV
E_HOMO: -0.3969 Ha
Energy relative to the best compared isomer or geometry (same formula, charge and spin): 167.00 kcal per mole

***

Entry 4:
ORCA calculation (ωB97M-V/def2-TZVPD) on a single C3H4N2OS molecule at a distorted geometry.

Each line ends with the Mulliken charge.
Geometry (Å):
C 0.33 1.61 -0.02  -1.102
C -0.18 0.22 0.01  0.704
N -1.44 -0.21 -0.09  -0.426
N -1.36 -1.59 -0.21  -0.071
O -0.01 -2.04 0.08  -0.216
C 0.76 -0.92 -0.07  0.175
S 2.44 -0.93 -0.07  -0.253
H 1.18 1.68 -0.80  0.304
H -0.47 2.32 -0.26  0.345
H 0.69 1.99 0.98  0.271
H -1.93 -2.12 0.43  0.268

Values from the calculation:
SMILES string: Cc1n[nH]oc1=S
HOMO-LUMO gap: 8.336 eV
E_HOMO: -0.3304 Ha
Energy relative to the best compared isomer or geometry (same formula, charge and spin): 68.35 kcal per mole